*w*
C3HO3 | ωB97M-V with the def2-TZVPD basis set

## Properties
Orbital gap   7.1 eV
LUMO level   3.95 eV
HOMO   -3.2 eV

Geometry as ORCA input:
```
! wB97M-V def2-TZVPD RIJCOSX def2/J DEFGRID3
* xyz -1 1
C -1.03 -0.47 -0.26
C 1.18 -0.17 0.94
C -0.83 0.44 -1.13
O -0.48 1.11 -2.09
O 0.87 0.60 1.78
O 1.96 -0.85 0.32
H -1.68 -0.65 0.45
*
```

Mulliken atomic charge list, values in e, 4 entries: -1.02, 0.56, 0.70, -0.67


*x*
C3HO3 | ωB97M-V with the def2-TZVPD basis set

## Properties
Orbital gap   7.7 eV
LUMO level   4.13 eV
SMILES   O=C=CC(=O)[O-]
HOMO   -3.6 eV

Geometry as ORCA input:
```
! wB97M-V def2-TZVPD RIJCOSX def2/J DEFGRID3
* xyz -1 1
O -0.58 -3.34 -0.10
C -0.26 -2.23 0.01
C -0.08 -0.85 0.00
C -1.65 -0.33 -0.40
O -1.95 -0.70 -1.52
O -2.29 0.29 0.43
H 0.36 0.33 0.15
*
```

Mulliken atomic charge list, values in e, 4 entries: -0.44, 0.42, -0.43, 0.50


*y*
C3HO3 | ωB97M-V with the def2-TZVPD basis set

## Properties
Orbital gap (spin up / spin down)   8.4 / 6.5 eV
LUMO level (spin up / spin down)   2.80 / 1.37 eV
HOMO (spin up / spin down)   -5.6 / -5.1 eV

Geometry as ORCA input:
```
! wB97M-V def2-TZVPD RIJCOSX def2/J DEFGRID3
* xyz -1 1
C 2.50 0.16 -0.11
C 3.97 -0.09 -0.04
C 1.30 0.16 -0.13
O -0.81 -0.48 0.63
O 4.47 1.00 0.19
O 4.33 -1.26 -0.04
H -0.69 -1.28 1.23
*
```

Mulliken atomic charge list, values in e, 4 entries: 0.54, 0.37, -0.55, -0.48


Preferred: *w*; penalty for the next structure: 84.4 kJ/mol.


*w*
C7H11N2O2P | ωB97M-V with the def2-TZVPD basis set

## Properties
Orbital gap (spin up / spin down)   8.9 / 8.9 eV
LUMO level (spin up / spin down)   0.16 / 0.16 eV
HOMO (spin up / spin down)   -8.7 / -8.7 eV

Geometry as ORCA input:
```
! wB97M-V def2-TZVPD RIJCOSX def2/J DEFGRID3
* xyz 0 1
C -0.32 -2.55 1.82
C -0.29 -2.66 0.45
C 0.26 -1.45 2.55
C 0.25 -1.62 -0.28
C 0.78 -0.45 1.76
C 0.69 -0.44 0.34
C 1.40 0.60 -0.60
N -2.46 0.66 -0.76
N 0.79 1.92 -0.56
O -1.93 3.01 -1.70
O -0.76 1.17 -2.90
P -1.39 1.53 -1.44
H -0.62 -3.42 2.54
H -0.70 -3.53 0.00
H 0.19 -1.42 3.62
H 0.29 -1.82 -1.35
H 1.29 0.39 2.32
H 2.36 0.73 -0.18
H 1.44 0.25 -1.56
H -2.56 -0.28 -0.87
H 0.66 2.33 0.37
H -2.86 2.99 -1.85
H -0.14 1.94 -2.97
*
```

Mulliken atomic charge list, values in e, 4 entries: -0.21, -0.78, -0.63, -0.23


*x*
C7H11N2O2P | ωB97M-V with the def2-TZVPD basis set

## Properties
Orbital gap   8.2 eV
LUMO level   0.81 eV
SMILES   C#CC1=CN(C)[P@](=O)(OC)N1C
HOMO   -7.4 eV

Geometry as ORCA input:
```
! wB97M-V def2-TZVPD RIJCOSX def2/J DEFGRID3
* xyz 0 1
C 0.01 1.06 4.21
C -0.16 0.67 3.11
C -0.21 0.18 1.79
C -0.49 -1.09 1.43
N -0.38 -1.31 0.04
C -0.99 -2.44 -0.66
P -0.06 0.29 -0.78
O -0.94 0.82 -1.77
O 1.49 0.25 -1.25
C 1.83 0.39 -2.69
N -0.04 1.02 0.71
C 0.37 2.39 0.90
H -0.29 1.15 5.27
H -0.47 -2.02 1.94
H -1.32 -3.20 0.01
H -1.98 -2.20 -1.35
H -0.27 -2.74 -1.36
H 1.56 1.36 -2.95
H 1.25 -0.41 -3.09
H 3.02 0.20 -2.75
H 0.25 2.99 0.02
H -0.34 2.60 1.75
H 1.42 2.29 1.03
*
```

Mulliken atomic charge list, values in e, 4 entries: 0.00, -1.17, 0.79, -0.30


Preferred: *w*; penalty for the next structure: 89.3 kJ/mol.


*w*
C24H56N8O8 | ωB97M-V with the def2-TZVPD basis set

## Properties
Orbital gap   6.2 eV
LUMO level   0.38 eV
HOMO   -5.8 eV

Geometry as ORCA input:
```
! wB97M-V def2-TZVPD RIJCOSX def2/J DEFGRID3
* xyz 0 1
C -4.31 -11.87 8.14
C -4.61 -13.26 7.78
O -3.69 -14.03 7.52
N -5.89 -13.53 7.68
C -7.07 -12.71 7.96
H -4.82 -11.11 7.55
H -3.25 -11.79 7.91
H -4.56 -11.84 9.20
H -6.07 -14.35 7.13
H -7.92 -13.23 7.54
H -6.99 -11.77 7.42
H -7.17 -12.55 9.04
C -0.34 -10.53 2.19
C -0.51 -9.93 3.64
O 0.16 -9.03 4.05
N -1.53 -10.37 4.37
C -1.96 -9.80 5.69
H -0.96 -11.39 1.94
H 0.71 -10.78 2.01
H -0.64 -9.76 1.49
H -2.10 -11.08 3.95
H -1.93 -10.61 6.42
H -3.00 -9.47 5.68
H -1.28 -9.10 6.18
C -0.87 -14.73 11.86
C -1.15 -13.27 11.62
O -0.13 -12.53 11.38
N -2.43 -12.80 11.41
C -2.74 -11.40 11.28
H -0.15 -14.86 12.67
H -0.29 -15.16 11.04
H -1.80 -15.20 12.17
H -3.18 -13.30 11.86
H -2.01 -10.93 10.62
H -2.73 -10.97 12.28
H -3.73 -11.34 10.83
C -6.41 -7.81 9.47
C -5.53 -6.63 9.71
O -4.36 -6.67 9.31
N -5.93 -5.52 10.40
C -7.03 -5.43 11.37
H -6.19 -8.50 10.29
H -6.15 -8.22 8.50
H -7.48 -7.64 9.43
H -5.14 -4.90 10.52
H -7.94 -5.37 10.78
H -7.09 -4.47 11.89
H -7.06 -6.15 12.19
C 1.28 -9.90 6.34
C 1.29 -9.13 7.57
O 0.40 -9.37 8.42
N 2.23 -8.24 7.79
C 2.41 -7.64 9.09
H 2.24 -9.98 5.84
H 0.58 -9.40 5.66
H 0.80 -10.85 6.54
H 3.11 -8.20 7.31
H 1.70 -6.81 9.17
H 3.39 -7.20 9.29
H 2.33 -8.36 9.90
C 3.32 -10.78 8.68
C 2.44 -11.94 8.99
O 2.85 -13.00 9.27
N 1.13 -11.76 8.97
C 0.10 -12.50 9.60
H 4.31 -10.93 9.12
H 2.92 -9.77 8.80
H 3.43 -10.70 7.60
H 0.87 -10.79 8.90
H -0.62 -11.76 9.95
H 0.37 -13.07 10.49
H -0.42 -13.03 8.79
C -7.57 -11.01 5.69
C -6.74 -9.81 6.28
O -6.91 -9.54 7.47
N -5.87 -9.26 5.43
C -4.88 -8.25 5.69
H -7.19 -12.03 5.71
H -7.92 -10.77 4.69
H -8.44 -10.94 6.34
H -5.60 -9.70 4.56
H -3.89 -8.70 5.62
H -4.99 -7.74 6.64
H -4.87 -7.59 4.82
C -4.54 -9.19 8.61
C -3.35 -9.52 7.84
O -3.18 -9.19 6.67
N -2.35 -10.06 8.50
C -0.96 -10.23 8.13
H -4.59 -9.81 9.51
H -5.39 -9.25 7.93
H -4.39 -8.17 8.96
H -2.61 -10.44 9.39
H -0.75 -10.96 7.35
H -0.35 -10.46 9.01
H -0.62 -9.27 7.72
*
```

Mulliken atomic charge list, values in e, 4 entries: 1.60, -0.23, -0.71, -0.08


*x*
C24H56N8O8 | ωB97M-V with the def2-TZVPD basis set

## Properties
Orbital gap   8.7 eV
LUMO level   -0.05 eV
SMILES   CNC(C)=O.CNC(C)=O.CNC(C)=O.CNC(C)=O.CNC(C)=O.CNC(C)=O.CNC(C)=O.CNC(C)=O
HOMO   -8.8 eV

Geometry as ORCA input:
```
! wB97M-V def2-TZVPD RIJCOSX def2/J DEFGRID3
* xyz 0 1
C 2.42 -6.70 0.05
N 1.37 -5.74 -0.33
C 0.36 -5.32 0.47
C -0.31 -4.02 -0.02
O 0.10 -5.90 1.51
H 2.28 -6.90 1.11
H 3.40 -6.37 -0.29
H 2.06 -7.62 -0.40
H 1.25 -5.46 -1.30
H -0.33 -3.28 0.77
H -1.31 -4.38 -0.27
H 0.06 -3.53 -0.92
C 5.05 4.68 -2.18
N 5.12 3.38 -1.57
C 5.02 2.26 -2.35
C 5.43 0.94 -1.74
O 4.50 2.28 -3.48
H 4.23 5.27 -1.77
H 4.81 4.59 -3.24
H 5.99 5.21 -2.03
H 5.16 3.34 -0.56
H 4.75 0.19 -2.14
H 5.31 0.90 -0.65
H 6.49 0.81 -1.94
C 3.18 -1.14 -4.26
N 3.09 -2.22 -3.24
C 4.14 -2.75 -2.57
C 3.82 -3.92 -1.67
O 5.29 -2.39 -2.81
H 4.23 -0.95 -4.47
H 2.73 -0.24 -3.85
H 2.67 -1.44 -5.18
H 2.30 -2.83 -3.36
H 3.21 -4.69 -2.14
H 3.50 -3.68 -0.65
H 4.75 -4.45 -1.49
C -1.82 2.14 4.76
N -3.01 1.40 4.38
C -4.14 1.77 4.96
C -5.43 1.69 4.20
O -4.15 2.34 6.06
H -1.16 1.76 5.55
H -2.06 3.17 5.01
H -1.20 2.18 3.86
H -3.03 0.93 3.49
H -5.97 2.63 4.33
H -5.92 0.80 4.60
H -5.25 1.57 3.13
C -4.18 1.56 -1.21
N -3.49 0.26 -1.19
C -3.46 -0.61 -2.18
C -2.53 -1.72 -2.03
O -4.30 -0.59 -3.10
H -4.38 2.11 -0.29
H -5.12 1.32 -1.72
H -3.49 2.28 -1.63
H -3.15 0.01 -0.27
H -1.62 -1.63 -2.62
H -3.09 -2.57 -2.40
H -2.35 -1.89 -0.96
C -1.60 -3.27 3.18
N -1.97 -2.08 2.36
C -3.17 -1.53 2.39
C -4.21 -2.08 3.38
O -3.36 -0.61 1.63
H -0.53 -3.43 3.06
H -2.15 -4.19 2.98
H -1.83 -3.05 4.22
H -1.20 -1.77 1.79
H -5.21 -1.89 2.99
H -4.20 -1.63 4.37
H -4.11 -3.17 3.46
C -0.66 1.73 0.93
N 0.63 1.14 0.53
C 0.72 -0.16 0.18
C 2.05 -0.69 -0.36
O -0.20 -0.96 0.10
H -0.64 2.35 1.83
H -1.29 0.85 1.00
H -1.08 2.27 0.08
H 1.35 1.76 0.19
H 1.84 -0.90 -1.41
H 2.30 -1.58 0.21
H 2.89 0.00 -0.27
C 1.25 4.93 -1.63
N 0.08 5.39 -0.99
C -1.10 5.21 -1.52
C -2.31 5.80 -0.71
O -1.28 4.69 -2.66
H 1.10 4.53 -2.64
H 1.70 4.16 -1.01
H 2.07 5.64 -1.71
H 0.06 5.95 -0.15
H -2.24 5.48 0.33
H -3.21 5.41 -1.18
H -2.33 6.88 -0.69
*
```

Mulliken atomic charge list, values in e, 4 entries: -0.94, -0.18, 0.31, 0.07


Preferred: *x*; penalty for the next structure: 2809.6 kJ/mol.